(1)
Entry from the Open Molecules 2025 dataset: C22H17AuBrN3O4 as an isolated structure (wB97M-V/def2-TZVPD).

The energy comes out at -109483.701 eV. The value obtained for the largest force on an atom is 0.13 eV Å⁻¹. The total charge is 0. The orbital gap comes out at 6.67 eV.

Positions of all 48 atoms, in Å:
H1 3.728 0.912 1.504
C1 1.267 -3.271 -2.707
C2 -4.437 1.173 3.489
N1 -0.546 1.447 -1.262
H2 -2.234 -1.952 3.958
C3 4.204 0.766 -1.883
C4 -1.769 2.018 -1.805
C5 -2.858 -1.077 3.838
C6 2.938 1.036 -2.292
C7 0.609 1.520 -1.873
C8 3.439 -3.917 -2.498
C9 3.511 0.941 0.444
C10 -2.458 2.708 -0.633
N2 -2.446 1.759 0.496
C11 -3.423 0.892 2.541
Au1 -1.043 0.371 0.339
C12 -3.841 -0.766 4.737
H3 4.266 -4.503 -2.880
C13 0.156 -1.639 -1.182
H4 -5.425 0.605 5.290
C14 -2.608 -0.262 2.711
H5 0.336 -3.327 -3.258
H6 2.640 -1.754 -0.017
H7 2.706 1.085 -3.351
C15 1.874 1.220 -1.360
H8 -1.541 2.736 -2.594
C16 4.475 0.716 -0.486
O1 0.296 -1.075 -0.010
H9 4.997 0.597 -2.597
C17 1.343 -2.461 -1.581
H10 0.559 1.872 -2.906
H11 -2.406 1.226 -2.209
C18 2.543 -2.386 -0.888
Br1 5.283 -3.077 -0.505
H12 -4.066 2.581 1.384
C19 -3.319 1.789 1.438
H13 -1.898 3.600 -0.345
N3 2.288 -3.992 -3.159
H14 -5.049 2.055 3.334
O2 -0.804 -1.496 -1.918
H15 -3.999 -1.412 5.591
C20 3.602 -3.130 -1.369
H16 -3.487 2.983 -0.871
C21 2.139 1.215 0.075
C22 -4.651 0.373 4.573
O3 -1.647 -0.656 1.919
O4 1.271 1.460 0.939
H17 5.485 0.496 -0.159

=====

(2)
Entry from the Open Molecules 2025 dataset: a 2-piece molecular cluster, CH5P overall (wB97M-V/def2-TZVPD).

The energy comes out at -10402.472 eV. The value obtained for the largest force on an atom is 4.12 eV Å⁻¹. The total charge is 0. The orbital gap (spin up / spin down) comes out at 8.08 / 8.91 eV.

Positions of all 7 atoms, in Å:
H1 -1.912 -0.398 1.316
H2 1.014 0.260 -1.134
H3 1.064 1.198 0.646
H4 -1.457 -0.959 -0.320
H5 1.240 -0.581 0.373
P1 -2.147 0.215 -0.004
C1 1.284 0.456 -0.068

=====

(3)
Entry from the Open Molecules 2025 dataset: C5H4HgNaO7 as an isolated structure (wB97M-V/def2-TZVPD).

The energy comes out at -28170.708 eV. The value obtained for the largest force on an atom is 5.56 eV Å⁻¹. The total charge is 0. The orbital gap (spin up / spin down) comes out at 6.08 / 5.90 eV. Its spin multiplicity is 2.

Positions of all 18 atoms, in Å:
O1 0.426 -1.618 -0.969
O2 1.777 -1.103 1.657
H1 -3.423 -0.940 -0.279
O3 0.938 0.946 1.936
H2 -2.264 0.232 -2.069
O4 -1.455 -1.308 0.213
H3 -2.718 0.137 0.974
O5 -0.572 0.420 -0.885
O6 2.855 1.714 -0.153
C1 -1.990 0.546 -1.054
Na1 0.989 2.877 0.803
O7 3.636 -0.402 -0.324
C2 3.056 0.558 0.137
C3 -0.281 -0.813 -0.310
H4 -2.282 1.592 -0.915
Hg1 2.476 -2.460 -0.012
C4 1.358 0.008 1.222
C5 -2.528 -0.387 0.026

=====

(4)
Entry from the Open Molecules 2025 dataset: CH4ClPS as an isolated structure (wB97M-V/def2-TZVPD).

The energy comes out at -33744.417 eV. The value obtained for the largest force on an atom is 2.96 eV Å⁻¹. The total charge is 0. The orbital gap (spin up / spin down) comes out at 6.94 / 7.90 eV.

Positions of all 8 atoms, in Å:
C1 -1.687 0.967 0.040
H1 -1.998 1.640 0.760
S1 1.396 0.895 0.110
Cl1 -1.742 -0.679 0.111
H2 -1.212 1.358 -0.764
H3 1.464 -1.609 1.115
P1 0.848 -1.030 -0.001
H4 1.843 -1.636 -0.627